1.
15
Properties=species:S:1:pos:R:3:forces:R:3:nbo_charge:R:1 method="wB97M-V/def2-TZVPD" e_homo_ev=-9.276 max_force_ha_per_bohr=0.03705 orbital_gap_ha=0.363 energy_ev=-18657.8145 relative_energy_kj_mol=283.14
S 0.7113 -1.6261 2.2837 0.461 -0.200 0.098 0.26
N 1.1047 2.0608 -2.1705 -1.190 -1.173 0.847 -0.32
C -0.3453 0.9584 0.8196 -0.414 -0.234 -0.160 -0.37
C 0.3889 1.3595 -1.5776 1.230 1.211 -0.806 0.28
C 0.0462 -1.0436 -0.7970 0.210 -0.272 -0.550 -0.38
C -0.0775 -1.3552 0.6902 -0.812 0.028 -0.120 -0.35
C -0.4323 0.5093 -0.7286 -0.129 -0.594 0.357 -0.33
C 0.5857 -0.1556 1.2894 -0.710 0.571 -0.197 -0.36
H -1.3643 0.8927 1.2292 0.444 0.098 0.060 0.22
H 1.5428 0.0414 0.8213 0.240 -0.219 -0.002 0.21
H -1.4834 0.5980 -1.0316 0.320 -0.076 -0.141 0.25
H 1.0655 -1.1506 -1.2119 -0.430 0.280 0.322 0.23
H 0.0317 1.9803 0.8944 0.004 -0.167 0.129 0.23
H -0.6197 -1.6372 -1.4511 0.211 0.337 0.422 0.23
H -1.1542 -1.4324 0.9405 0.564 0.411 -0.258 0.21

2.
14
Properties=species:S:1:pos:R:3:forces:R:3:nbo_charge:R:1 method="wB97M-V/def2-TZVPD" total_charge=+1 e_homo_ev=-13.653 max_force_ha_per_bohr=0.06936 orbital_gap_ha=0.211 energy_ev=-8366.9247 relative_energy_kj_mol=701.37
O -1.3573 1.2863 0.0187 1.736 0.966 -0.968 -0.43
C -0.1456 0.7229 -0.0902 0.289 1.248 0.672 0.49
C -2.2111 0.2530 -0.1717 -0.065 -1.475 1.941 0.13
C 1.6364 2.3844 0.1539 -2.443 -2.596 -0.110 0.19
C -1.5304 -0.9359 -0.0318 -0.293 1.411 -0.725 -0.26
C -0.0870 -0.6216 0.0356 -1.171 -1.094 -0.773 -0.15
C 1.0183 -1.6341 -0.0270 0.701 1.867 -2.022 -0.63
H 1.9701 2.8929 -0.7807 0.058 -0.058 1.056 0.20
H -3.2617 0.5052 -0.0696 0.257 -0.021 -0.451 0.24
H -2.0247 -1.9046 -0.0710 0.582 0.121 -0.063 0.27
H 1.7812 -1.0318 -0.6158 -0.297 -1.330 0.654 0.23
H 0.8576 -2.6234 -0.5203 -0.353 1.115 0.469 0.27
H 1.9944 2.4267 1.2118 0.146 0.512 -1.095 0.20
H 1.3597 -1.7201 0.9580 0.853 -0.668 1.415 0.24

3.
16
Properties=species:S:1:pos:R:3:forces:R:3:nbo_charge:R:1 method="wB97M-V/def2-TZVPD" e_homo_ev="-9.351 / -7.593" max_force_ha_per_bohr=0.06258 orbital_gap_ha="0.306 / 0.247" energy_ev=-19712.8803 relative_energy_kj_mol=434.74
P 0.0763 1.3260 -1.8227 -0.933 -0.361 -1.084 0.47
O 3.5759 0.5003 -2.0051 0.108 0.209 -2.492 -0.36
O 2.4114 -0.1480 -2.2712 0.870 0.613 0.168 -0.18
C 0.2034 0.8169 0.8560 0.151 0.675 -0.042 -0.20
C -1.0479 -0.9295 2.0117 0.095 3.020 -0.915 -0.21
C -1.3975 -0.5184 -0.3443 -0.314 0.679 0.838 -0.20
C -0.1444 0.1297 2.0041 2.091 0.422 2.200 -0.19
C -1.7531 -1.0963 0.8506 -1.794 -2.671 0.055 -0.20
C -0.5245 0.5700 -0.3551 2.073 -0.876 1.075 -0.41
H -2.6431 -1.7938 0.8337 1.260 0.567 0.013 0.21
H -1.8658 -0.9547 -1.1917 -0.335 0.381 -0.969 0.22
H -1.3187 -1.1970 2.9745 -0.774 -1.446 1.393 0.22
H 1.0808 1.5316 0.8943 -1.420 -0.643 -0.193 0.23
H -0.9834 0.5927 -2.5397 0.978 0.691 -0.141 -0.06
H 3.9821 0.7752 -2.9342 -1.316 -0.772 2.411 0.46
H 0.3485 0.3954 3.0392 -0.740 -0.488 -2.313 0.21

4.
14
Properties=species:S:1:pos:R:3:forces:R:3:nbo_charge:R:1 method="wB97M-V/def2-TZVPD" e_homo_ev=-8.367 max_force_ha_per_bohr=0.08192 orbital_gap_ha=0.314 energy_ev=-15621.4700 relative_energy_kj_mol=216.70
P -0.8589 -1.7287 0.0398 -0.090 0.760 -0.711 0.54
C -1.9058 0.6783 0.2145 -0.947 -2.538 0.310 -0.22
C 2.5808 0.4406 -0.2761 0.227 1.141 -0.418 -0.37
C 0.1576 -0.2241 -0.3403 -1.212 -0.225 0.323 -0.27
C 1.5470 -0.3497 -0.5147 1.519 -3.693 -1.342 -0.23
C -0.5722 0.8587 -0.1441 0.386 2.938 -0.442 -0.23
C -2.2217 -0.6086 0.4286 -2.238 -1.395 0.640 -0.50
H -3.3032 -0.9282 0.6721 2.016 0.399 -0.373 0.23
H 3.6219 0.1213 -0.4291 -0.670 0.156 0.043 0.21
H -0.2624 1.8956 -0.2171 0.678 -0.098 -0.200 0.21
H -0.1544 -1.5683 1.2235 0.041 -0.515 1.020 0.02
H -2.6884 1.3473 0.3127 -0.911 1.942 0.086 0.22
H 1.6664 -1.4488 -0.9006 0.908 1.939 0.792 0.19
H 2.3934 1.5145 -0.0691 0.293 -0.811 0.272 0.19